w | The following is a quantum chemistry calculation of a cluster of 2 separate species, C5H10O2 in total, from the Open Molecules 2025 dataset.

The value obtained for the HOMO energy is -9.662 eV. As for the LUMO energy: 0.878 eV. Its HOMO-LUMO gap is 10.54 eV.

Last column: Löwdin charge in e.
Cartesian coordinates (Å):
C: 1.985 0.793 -1.360  -0.0991
C: 0.646 0.135 -1.190  -0.1789
C: 0.293 -0.599 -0.134  -0.1483
C: -1.043 -1.293 -0.004  -0.1521
C: -1.630 -1.120 1.382  -0.2542
O: -2.451 -0.278 1.666  0.0403
H: 1.879 1.855 -1.606  0.0756
H: 2.592 0.710 -0.452  0.0783
H: 2.537 0.326 -2.184  0.0752
H: -0.067 0.257 -2.008  0.1120
H: 0.994 -0.725 0.691  0.1215
H: -0.916 -2.368 -0.200  0.1196
H: -1.752 -0.885 -0.730  0.1213
H: -1.250 -1.825 2.153  0.1300
O: -0.353 1.846 1.582  -0.0619
H: -0.196 1.606 0.660  0.0051
H: -1.267 1.567 1.733  0.0158



x | The following is a quantum chemistry calculation of a structure of composition C5H10O2, from the Open Molecules 2025 dataset.

The value obtained for the HOMO energy is -9.852 eV. As for the LUMO energy: 1.046 eV. Its HOMO-LUMO gap is 10.90 eV.

Last column: Löwdin charge in e.
Cartesian coordinates (Å):
C: 2.119 0.225 -0.635  -0.0391
C: 0.785 -0.505 -0.764  -0.3973
O: 0.793 -1.718 -0.034  -0.0321
C: -0.360 0.389 -0.316  -0.2964
C: -1.725 -0.235 0.004  -0.0776
C: -1.601 0.567 1.303  -0.1669
O: -0.200 0.794 1.063  -0.0969
H: 2.938 -0.433 -0.939  0.0822
H: 2.142 1.128 -1.257  0.0841
H: 2.278 0.527 0.406  0.0840
H: 0.609 -0.788 -1.810  0.1524
H: 0.782 -1.463 0.900  0.0990
H: -0.429 1.271 -0.971  0.1539
H: -2.562 -0.015 -0.661  0.1089
H: -1.634 -1.311 0.165  0.1099
H: -1.776 0.052 2.253  0.1158
H: -2.159 1.513 1.293  0.1163



Least stable: x



w | The following is a quantum chemistry calculation of the molecule C5H10O2, from the Open Molecules 2025 dataset.

The value obtained for the HOMO energy is -9.559 eV. As for the LUMO energy: 0.983 eV. Its HOMO-LUMO gap is 10.54 eV.

Last column: Löwdin charge in e.
Cartesian coordinates (Å):
C: -1.454 0.148 -1.639  -0.0829
O: -1.379 0.055 -0.228  -0.1662
C: -0.399 0.900 0.316  -0.3048
C: 0.093 0.624 1.698  -0.0396
C: 1.011 0.415 0.519  -0.1997
C: 1.399 -1.008 0.149  -0.2350
O: 0.388 -1.953 0.414  -0.0650
H: -0.540 -0.228 -2.120  0.0940
H: -1.624 1.186 -1.959  0.0925
H: -2.305 -0.463 -1.952  0.0950
H: -0.539 1.943 0.031  0.1480
H: 0.255 1.473 2.356  0.1052
H: -0.252 -0.285 2.185  0.1182
H: 1.805 1.143 0.355  0.1376
H: 1.703 -1.040 -0.913  0.1144
H: 2.271 -1.315 0.742  0.1216
H: -0.436 -1.595 0.045  0.0668



x | The following is a quantum chemistry calculation of a cluster of 2 separate species, C5H10O2 in total, from the Open Molecules 2025 dataset.

The value obtained for the HOMO energy is -9.440 eV. As for the LUMO energy: 0.908 eV. Its HOMO-LUMO gap is 10.35 eV.

Last column: Löwdin charge in e.
Cartesian coordinates (Å):
C: 0.815 0.131 2.167  0.0005
C: -0.097 -0.428 1.109  -0.3943
O: -1.168 -0.927 1.382  0.0339
C: 0.375 -0.318 -0.337  -0.2736
C: -0.614 0.285 -1.345  -0.0855
C: 0.432 1.404 -1.468  -0.1551
O: 1.309 0.756 -0.527  -0.0958
H: 0.409 -0.121 3.148  0.0876
H: 1.837 -0.244 2.059  0.0941
H: 0.864 1.218 2.043  0.0926
H: 0.807 -1.284 -0.638  0.1592
H: -0.774 -0.308 -2.247  0.1088
H: -1.578 0.569 -0.920  0.1135
H: 0.115 2.391 -1.113  0.1172
H: 0.909 1.509 -2.448  0.1153
H: -1.917 -2.650 -0.710  0.0525
H: -1.930 -2.125 -0.181  0.0292



y | The following is a quantum chemistry calculation of a structure of composition C5H10O2, from the Open Molecules 2025 dataset.

The value obtained for the HOMO energy is -9.515 eV. As for the LUMO energy: 1.000 eV. Its HOMO-LUMO gap is 10.51 eV.

Last column: Löwdin charge in e.
Cartesian coordinates (Å):
C: -1.275 -0.779 2.028  -0.0984
O: -0.094 -0.373 1.361  -0.1258
C: -0.342 -0.186 -0.004  -0.2896
C: -0.878 1.221 -0.371  -0.1008
O: 0.452 1.644 -0.739  -0.0431
C: 0.764 0.301 -0.916  -0.4105
C: 2.184 -0.156 -1.055  -0.0157
H: -2.059 -0.006 1.991  0.0901
H: -1.682 -1.702 1.586  0.0907
H: -1.020 -0.969 3.073  0.0911
H: -0.806 -1.064 -0.459  0.1429
H: -1.271 1.841 0.432  0.1250
H: -1.518 1.211 -1.262  0.1235
H: 0.253 -0.116 -2.073  0.1849
H: 2.562 -0.890 -0.335  0.0865
H: 1.825 -0.611 -1.976  0.0587
H: 2.907 0.634 -1.281  0.0905



Least stable: y



w | The following is a quantum chemistry calculation of a cluster of 2 separate species, C5H10O2 in total, from the Open Molecules 2025 dataset.

The value obtained for the HOMO energy is -9.856 eV. As for the LUMO energy: 0.848 eV. Its HOMO-LUMO gap is 10.70 eV.

Last column: Löwdin charge in e.
Cartesian coordinates (Å):
C: 1.885 -0.103 -0.711  -0.0008
C: 0.614 -0.367 -1.007  -0.1606
C: -0.582 0.496 -0.717  -0.2484
C: -1.889 -0.241 -0.373  -0.1569
O: -2.055 0.506 0.835  -0.1018
C: -0.778 1.135 0.677  -0.1453
H: 2.673 -0.815 -0.944  0.0660
H: 2.198 0.825 -0.232  0.0736
H: 0.391 -1.309 -1.511  0.1101
H: -0.728 1.228 -1.520  0.1440
H: -1.755 -1.316 -0.177  0.1205
H: -2.728 -0.104 -1.064  0.1188
H: -0.858 2.228 0.705  0.1207
H: -0.072 0.798 1.444  0.0953
O: 1.261 -1.189 2.180  -0.0627
H: 1.559 -0.282 2.041  0.0157
H: 0.888 -1.416 1.319  0.0119



x | The following is a quantum chemistry calculation of the molecule C5H10O2, from the Open Molecules 2025 dataset.

The value obtained for the HOMO energy is -8.804 eV. As for the LUMO energy: 0.753 eV. Its HOMO-LUMO gap is 9.56 eV.

Last column: Löwdin charge in e.
Cartesian coordinates (Å):
C: 0.636 1.270 -1.941  -0.0555
C: -0.302 0.797 -0.836  -0.4690
O: -1.294 -0.068 -1.363  -0.0389
C: 0.427 0.151 0.352  -0.1668
C: -0.562 -0.342 1.373  -0.1088
C: -0.452 -1.420 2.149  -0.2083
O: 0.616 -2.258 2.243  0.0027
H: 1.355 2.014 -1.581  0.0802
H: 1.197 0.426 -2.363  0.0815
H: 0.048 1.719 -2.747  0.0809
H: -0.866 1.658 -0.455  0.1436
H: -0.870 -0.915 -1.551  0.0983
H: 1.056 -0.674 -0.028  0.1180
H: 1.117 0.891 0.783  0.1248
H: -1.488 0.218 1.448  0.1085
H: -1.257 -1.749 2.801  0.1164
H: 1.375 -1.866 1.786  0.0924



y | The following is a quantum chemistry calculation of the molecule C5H10O2, from the Open Molecules 2025 dataset.

The value obtained for the HOMO energy is -10.115 eV. As for the LUMO energy: 0.959 eV. Its HOMO-LUMO gap is 11.07 eV.

Last column: Löwdin charge in e.
Cartesian coordinates (Å):
C: 0.449 -2.405 0.192  -0.1024
C: -0.384 -1.224 -0.295  -0.2181
C: 0.218 0.129 0.068  -0.4258
O: 1.302 0.376 -0.807  -0.0260
C: -0.812 1.251 -0.052  -0.1143
C: -0.235 2.606 0.266  -0.2304
O: 0.908 2.784 0.630  0.0450
H: 0.012 -3.355 -0.135  0.0703
H: 1.472 -2.346 -0.191  0.0760
H: 0.495 -2.420 1.287  0.0744
H: -0.490 -1.254 -1.387  0.1208
H: -1.396 -1.289 0.127  0.1121
H: 0.576 0.097 1.111  0.1520
H: 1.685 1.216 -0.515  0.0774
H: -1.666 1.082 0.621  0.1299
H: -1.222 1.278 -1.072  0.1353
H: -0.914 3.475 0.151  0.1238



Least stable: w



w | The following is a quantum chemistry calculation of a structure of composition C5H7NO, from the Open Molecules 2025 dataset.

The value obtained for the HOMO energy (alpha / beta) is -6.953 / -6.951 eV. As for the LUMO energy (alpha / beta): 0.194 / 0.193 eV. Its HOMO-LUMO gap (alpha / beta) is 7.15 / 7.14 eV.

Last column: Löwdin charge in e.
Cartesian coordinates (Å):
C: -0.144 -1.284 1.377  -0.0501
C: -0.153 -0.092 0.472  -0.2239
C: -0.818 1.192 0.643  -0.1093
O: -0.180 2.262 0.269  -0.0642
C: -0.032 1.606 -1.131  -0.0207
C: 0.393 0.189 -0.741  -0.3317
N: 1.118 -0.536 -1.611  0.1576
H: 0.338 -1.083 2.341  0.0749
H: 0.389 -2.117 0.905  0.0709
H: -1.162 -1.637 1.583  0.0777
H: -1.818 1.334 1.079  0.1508
H: -1.062 1.583 -1.527  0.0568
H: 1.547 -1.401 -1.317  0.1053
H: 1.585 -0.016 -2.342  0.1060



x | The following is a quantum chemistry calculation of a structure of composition C5H7NO, from the Open Molecules 2025 dataset.

The value obtained for the HOMO energy is -8.636 eV. As for the LUMO energy: 1.071 eV. Its HOMO-LUMO gap is 9.71 eV.

Last column: Löwdin charge in e.
Cartesian coordinates (Å):
C: -1.211 -0.944 0.097  -0.1012
C: -1.153 0.361 -0.685  -0.1971
O: -0.822 1.386 0.265  -0.0541
C: 0.585 1.088 0.208  -0.2273
C: 1.129 -0.162 0.899  -0.1269
N: 0.288 -1.066 0.077  -0.0623
C: 0.378 0.065 -0.915  -0.1428
H: -1.712 -0.894 1.071  0.1221
H: -1.618 -1.788 -0.475  0.1145
H: -1.932 0.665 -1.392  0.1394
H: 1.185 2.003 0.175  0.1434
H: 2.095 -0.256 0.302  0.1315
H: 1.313 -0.351 1.959  0.1112
H: 1.278 -0.093 -1.543  0.1495



y | The following is a quantum chemistry calculation of a structure of composition C5H7NO, from the Open Molecules 2025 dataset.

The value obtained for the HOMO energy is -9.289 eV. As for the LUMO energy: 0.517 eV. Its HOMO-LUMO gap is 9.81 eV.

Last column: Löwdin charge in e.
Cartesian coordinates (Å):
C: 2.515 -0.044 0.609  -0.1134
N: 1.298 0.751 0.545  0.0606
C: 0.261 0.240 0.073  -0.3949
O: 0.012 -1.008 -0.445  0.0278
C: -1.347 -0.632 -0.799  -0.3645
C: -2.349 -0.792 0.201  0.1441
C: -1.138 0.774 -0.122  -0.0431
H: 3.354 0.556 0.243  0.0731
H: 2.727 -0.290 1.656  0.0798
H: 2.467 -0.978 0.037  0.0742
H: -1.515 -0.668 -1.876  0.1545
H: -1.675 0.787 0.842  0.1117
H: -3.267 -0.355 -0.240  0.0518
H: -1.342 1.660 -0.723  0.1383



z | The following is a quantum chemistry calculation of a cluster of 2 separate species, C5H7NO in total, from the Open Molecules 2025 dataset.

The value obtained for the HOMO energy is -8.669 eV. As for the LUMO energy: 0.589 eV. Its HOMO-LUMO gap is 9.26 eV.

Last column: Löwdin charge in e.
Cartesian coordinates (Å):
O: 1.103 -0.122 2.453  0.0378
C: 0.564 -0.019 1.363  -0.5053
C: -0.793 -0.443 1.027  -0.0532
C: -1.435 0.062 -0.065  -0.0992
C: -0.680 0.634 -1.125  -0.1134
C: 0.674 0.685 -0.969  -0.1584
N: 1.233 0.545 0.272  0.0914
H: -1.271 -1.107 1.737  0.1189
H: -2.507 -0.081 -0.180  0.1118
H: -1.137 0.888 -2.074  0.1043
H: 1.365 0.858 -1.787  0.1260
H: 2.219 0.719 0.413  0.1593
H: 0.257 -1.661 -0.298  0.0910
H: 0.601 -1.399 -0.916  0.0888



Least stable: y